Entry 1:
DFT (wB97M-V/def2-TZVPD) results for a molecular structure, C22H23BrClIN4O8Zr.

The total charge is +2. The calculation puts the HOMO energy at -14.19 eV. For the energy above the lowest of the compared OMol25 structures with the same formula, charge and spin, the calculation gives 154.0 kJ/mol. For the LUMO energy, the calculation gives -6.3604 eV. The energy comes out at -5051.45888 a.u.

```
61
C22H23BrClIN4O8Zr wB97M-V/def2-TZVPD
Zr 0.49 0.59 0.86
C -0.49 3.01 -2.95
C -1.14 1.66 -2.91
N -1.75 1.22 -4.00
C -2.36 0.03 -3.99
C -2.44 -0.79 -2.88
C -3.20 -2.09 -2.94
O -4.23 -2.17 -1.98
C -1.78 -0.35 -1.71
C -1.93 -1.09 -0.47
N -1.28 -0.88 0.63
C -1.74 -1.64 1.76
C -1.84 -3.02 1.73
C -2.31 -3.70 2.85
C -2.66 -3.00 4.00
C -2.55 -1.61 4.04
C -2.09 -0.96 2.91
I -1.87 1.12 2.88
C -1.12 0.87 -1.75
O -0.46 1.31 -0.66
H -0.81 3.53 -3.85
H 0.60 2.91 -2.98
H -0.75 3.59 -2.07
H -2.84 -0.26 -4.92
H -2.53 -2.93 -2.74
H -3.58 -2.24 -3.95
H -5.02 -1.72 -2.31
H -2.72 -1.83 -0.46
H -1.55 -3.57 0.84
H -2.39 -4.77 2.83
H -3.02 -3.53 4.87
H -2.82 -1.07 4.93
O 2.49 6.63 1.97
C 2.00 5.40 1.88
C 1.09 4.84 2.77
C 0.65 3.56 2.55
N 1.05 2.79 1.51
C 1.96 3.35 0.70
Br 2.61 2.23 -0.68
C 2.46 4.62 0.81
H 2.14 7.11 2.74
H 0.72 5.39 3.63
H -0.03 3.11 3.25
H 3.19 5.01 0.12
O 0.81 -0.89 2.52
Cl 2.23 -0.59 2.91
O 3.04 -1.72 2.70
O 2.28 -0.06 4.21
O 2.55 0.46 1.89
C 1.78 -2.31 -2.73
N 2.71 -2.21 -1.61
C 3.95 -2.98 -1.71
C 2.46 -1.49 -0.56
O 1.39 -0.81 -0.42
H 1.48 -3.35 -2.85
H 2.28 -1.98 -3.64
H 0.91 -1.69 -2.54
H 3.71 -4.04 -1.81
H 4.56 -2.83 -0.83
H 4.50 -2.66 -2.60
H 3.23 -1.48 0.22
```

Entry 2:
DFT (wB97M-V/def2-TZVPD) results for C3H7IN2 in the gas phase in a non-equilibrium geometry.

The calculation puts the HOMO energy at -7.96 eV. For the energy above the lowest of the compared OMol25 structures with the same formula, charge and spin, the calculation gives 360.7 kJ/mol. For the LUMO energy, the calculation gives 0.5644 eV. The energy comes out at -525.57378 a.u.

```
13
C3H7IN2 wB97M-V/def2-TZVPD
C -0.15 1.57 0.61
C -1.34 -1.27 -0.21
C 0.26 0.13 1.00
N 0.71 -0.78 -1.23
N -0.20 -0.72 -0.14
I -1.79 -2.72 -1.76
H 0.66 1.95 -0.03
H -1.20 1.71 0.25
H -0.28 2.27 1.52
H -0.26 -0.16 1.89
H 1.38 0.05 1.00
H 1.58 -0.49 -1.12
H 0.62 -1.56 -1.78
```

Entry 3:
DFT (wB97M-V/def2-TZVPD) results for a molecular structure, C22H24I3N6RhS.

The total charge is +2. The calculation puts the HOMO energy at -13.23 eV. For the energy above the lowest of the compared OMol25 structures with the same formula, charge and spin, the calculation gives 14.7 kJ/mol. For the LUMO energy, the calculation gives -6.6797 eV. The energy comes out at -2582.53244 a.u.

```
57
C22H24I3N6RhS wB97M-V/def2-TZVPD
Rh 0.10 -0.05 0.36
I 2.77 -0.11 0.08
C 2.28 0.36 -1.95
I 0.42 -0.61 -2.26
H 3.04 -0.02 -2.62
H 2.11 1.43 -1.99
N -0.91 -0.40 4.92
C -0.77 1.02 4.54
C -0.99 1.16 3.05
N 0.18 0.60 2.32
H -0.37 -0.60 5.75
H -1.01 -1.91 3.49
H -1.88 -0.55 5.19
H 0.24 1.35 4.79
H -1.45 1.68 5.09
H -1.11 2.20 2.74
H -1.89 0.61 2.75
H 0.54 -0.19 2.85
H 0.90 1.32 2.31
I -4.89 3.14 0.19
C -3.98 1.29 0.03
C -4.69 0.14 -0.29
C -4.00 -1.06 -0.39
C -2.64 -1.08 -0.16
N -1.95 0.03 0.16
C -2.61 1.20 0.24
H -5.75 0.18 -0.48
H -4.51 -1.97 -0.66
H -2.06 -1.99 -0.25
H -2.02 2.07 0.45
C -2.93 -6.24 1.36
C -2.44 -4.98 1.98
C -2.93 -4.54 3.22
C -2.40 -3.39 3.73
N -1.43 -2.74 3.04
C -0.98 -3.20 1.85
S 0.31 -2.42 1.00
N -1.51 -4.29 1.32
H -3.94 -6.48 1.67
H -2.27 -7.06 1.69
H -2.86 -6.19 0.28
H -3.70 -5.08 3.75
H -2.69 -2.97 4.67
N 0.75 9.54 -2.37
C 0.69 8.44 -2.07
C 0.61 7.05 -1.68
C 1.28 6.61 -0.54
C 1.20 5.29 -0.17
C 0.45 4.39 -0.92
C -0.22 4.83 -2.07
C -0.14 6.16 -2.44
C 0.35 3.01 -0.53
C 0.27 1.84 -0.20
H 1.86 7.32 0.04
H 1.72 4.94 0.72
H -0.80 4.13 -2.65
H -0.66 6.51 -3.33
```